# 1
ORCA calculation (ωB97M-V/def2-TZVPD) on the molecule C18H23N3O2S.

Output
Maximum force: 0.90 eV/A
SMILES: CN1CCN(c2ccc(CNS(=O)(=O)c3ccccc3)cc2)CC1
Lowest unoccupied orbital energy: 0.67 eV
Kohn-Sham gap: 8.3 eV
Spin multiplicity: 1

Cartesian coordinates (Å):
C (-6.32426, -0.90483, -1.40808)
N (-5.28727, -0.32836, -0.58209)
C (-4.41719, -1.34140, -0.01592)
C (-3.42498, -0.67409, 0.93174)
N (-2.63502, 0.29715, 0.20831)
C (-1.33932, 0.58542, 0.59890)
C (-0.44638, -0.45360, 0.88589)
C (0.86899, -0.19557, 1.20482)
C (1.35410, 1.10410, 1.25331)
C (2.80235, 1.38381, 1.55103)
N (3.51211, 2.06120, 0.47603)
S (3.50418, 1.29184, -1.02053)
O (2.17672, 1.00971, -1.49074)
O (4.34760, 2.09308, -1.85827)
C (4.32343, -0.23950, -0.60896)
C (5.64036, -0.19720, -0.19644)
C (6.27608, -1.38029, 0.14283)
C (5.58746, -2.58169, 0.06282)
C (4.26709, -2.60953, -0.35848)
C (3.62740, -1.42803, -0.69840)
C (0.47234, 2.14034, 0.98183)
C (-0.84693, 1.89298, 0.66317)
C (-3.47693, 1.30929, -0.38402)
C (-4.48831, 0.63657, -1.31341)
H (-6.97430, -0.10958, -1.77004)
H (-6.91687, -1.59211, -0.80589)
H (-5.92373, -1.45320, -2.27564)
H (-5.02874, -2.05736, 0.53853)
H (-3.86263, -1.88577, -0.80198)
H (-2.78154, -1.42390, 1.38825)
H (-3.99620, -0.17208, 1.72993)
H (-0.77822, -1.47916, 0.82673)
H (1.53717, -1.02088, 1.41122)
H (2.90095, 2.00926, 2.44482)
H (3.33451, 0.44514, 1.73046)
H (3.20718, 3.01443, 0.33950)
H (6.14141, 0.75628, -0.15367)
H (7.30550, -1.36794, 0.46753)
H (6.08508, -3.50288, 0.32788)
H (3.73837, -3.54869, -0.42221)
H (2.60204, -1.40070, -1.03242)
H (0.81950, 3.16400, 1.02556)
H (-1.49930, 2.73102, 0.47473)
H (-2.86543, 1.98954, -0.97704)
H (-4.02207, 1.88102, 0.38379)
H (-5.15474, 1.39562, -1.72991)
H (-3.94158, 0.15656, -2.14547)

---

# 2
ORCA calculation (ωB97M-V/def2-TZVPD) on a structure of composition C18H23N3O2Tl.

Output
Maximum force: 2.44 eV/A
Lowest unoccupied orbital energy: 2.89 eV
Kohn-Sham gap: 7.3 eV
Spin multiplicity: 1
Net charge: -1

Cartesian coordinates (Å):
Tl (1.04332, 1.47888, -1.33117)
N (-0.45197, -0.35942, 0.11470)
C (-0.63937, -1.61041, 0.01138)
C (0.57566, -2.49429, 0.03152)
C (1.82845, -1.90624, 0.17174)
C (2.98384, -2.63289, 0.21234)
C (2.92833, -4.03463, 0.23057)
C (1.65439, -4.65004, 0.16431)
C (0.53520, -3.87235, -0.00343)
C (-2.02297, -2.19762, -0.16787)
C (-2.91617, -1.40966, -0.87649)
C (-4.23094, -1.74517, -1.09212)
C (-4.77033, -2.92605, -0.63331)
C (-3.89564, -3.71262, 0.14236)
C (-2.56529, -3.35617, 0.40516)
H (1.99341, -0.79767, 0.15766)
H (3.89481, -2.08967, 0.13527)
H (3.84874, -4.65788, 0.12367)
H (1.64991, -5.75694, 0.09704)
H (-0.44619, -4.34836, -0.12428)
H (-2.62538, -0.38958, -1.07735)
H (-4.86684, -1.00399, -1.64537)
H (-5.75621, -3.28222, -0.83162)
H (-4.30133, -4.65213, 0.46708)
H (-2.01214, -3.97559, 1.13416)
C (-2.34980, 5.08489, 0.50073)
N (-2.94177, 3.84592, 0.05186)
C (-2.09701, 2.70585, -0.25238)
N (-2.51932, 1.47915, -0.13982)
O (-0.94052, 3.07434, -0.61609)
H (-2.75275, 5.97576, -0.04919)
H (-1.29092, 5.11920, 0.31479)
H (-2.42897, 5.29798, 1.54004)
H (-3.87442, 3.67811, 0.33016)
H (-3.42117, 1.49611, 0.33307)
H (-1.32283, 0.24323, 0.10069)
C (5.07777, 1.81893, 0.13607)
C (3.61858, 2.28081, -0.11632)
C (3.39655, 3.64524, 0.55652)
O (2.70224, 1.30783, 0.19025)
H (5.73726, 2.51210, -0.41644)
H (5.06713, 0.79482, -0.30273)
H (5.39305, 1.64033, 1.17324)
H (3.56186, 2.46137, -1.23045)
H (3.56230, 3.55778, 1.59231)
H (2.33441, 3.96371, 0.40919)
H (4.05302, 4.39927, 0.07854)

---

# 3
ORCA calculation (ωB97M-V/def2-TZVPD) on the molecule C18H23N5O2S.

Output
Maximum force: 1.41 eV/A
SMILES: COCCn1c(C)cc(C(=O)CSc2nc3nc(C)cc(C)n3n2)c1C
Lowest unoccupied orbital energy: 0.67 eV
Kohn-Sham gap: 8.7 eV
Spin multiplicity: 1

Cartesian coordinates (Å):
C (-5.98431, -3.22866, -0.46849)
O (-4.67685, -3.24484, 0.05191)
C (-3.89901, -2.12313, -0.27444)
C (-4.29808, -0.85692, 0.51428)
N (-3.33764, 0.19573, 0.33571)
C (-3.36503, 1.12692, -0.68043)
C (-4.46515, 1.19408, -1.67954)
C (-2.26727, 1.92234, -0.55676)
C (-1.52845, 1.46876, 0.57436)
C (-0.29358, 2.01146, 1.09526)
O (0.20358, 1.69103, 2.15923)
C (0.38754, 3.06524, 0.23127)
S (0.77931, 2.44610, -1.44314)
C (1.85640, 1.17497, -1.00034)
N (2.30648, 0.25245, -1.86495)
C (3.07280, -0.52404, -1.12189)
N (3.76934, -1.59706, -1.44773)
C (4.43885, -2.20192, -0.49134)
C (5.22614, -3.41101, -0.87765)
C (4.43014, -1.75795, 0.84769)
C (3.71456, -0.63799, 1.19639)
C (3.59858, -0.03879, 2.55170)
N (3.05889, -0.03385, 0.19222)
N (2.29066, 1.04812, 0.24716)
C (-2.23359, 0.38874, 1.09955)
C (-1.91468, -0.44973, 2.28190)
H (-5.97748, -3.04808, -1.54997)
H (-6.40204, -4.21375, -0.27086)
H (-6.61143, -2.47209, 0.01561)
H (-3.94505, -1.91943, -1.35426)
H (-2.87166, -2.39632, -0.02022)
H (-5.27646, -0.50210, 0.18214)
H (-4.36289, -1.11654, 1.57396)
H (-4.55642, 0.26260, -2.23741)
H (-4.25420, 1.99418, -2.38297)
H (-5.42297, 1.40281, -1.20043)
H (-2.01495, 2.74076, -1.19923)
H (1.31636, 3.37710, 0.70691)
H (-0.26909, 3.92031, 0.07630)
H (4.88376, -4.27859, -0.31614)
H (5.10430, -3.59570, -1.94014)
H (6.28081, -3.25912, -0.65433)
H (4.98322, -2.29782, 1.59891)
H (3.82460, -0.77091, 3.32146)
H (4.29279, 0.79675, 2.64444)
H (2.59338, 0.36032, 2.68388)
H (-0.95502, -0.13546, 2.68133)
H (-2.66800, -0.32137, 3.06062)
H (-1.86960, -1.50677, 2.02136)

---

# 4
ORCA calculation (ωB97M-V/def2-TZVPD) on the molecule C18H23NO2.

Output
Maximum force: 0.54 eV/A
SMILES: CCCCCNC=C1C(=O)CC(c2ccccc2)CC1=O
Lowest unoccupied orbital energy: 0.62 eV
Kohn-Sham gap: 9.1 eV
Spin multiplicity: 1

Cartesian coordinates (Å):
C (5.99528, -0.15613, 1.46845)
C (5.19748, -1.13636, 2.32059)
C (4.43355, -2.17362, 1.49527)
C (3.38745, -1.59610, 0.54193)
C (2.25437, -0.86607, 1.27138)
N (1.24471, -0.43127, 0.34619)
C (0.06420, -0.98584, 0.19045)
C (-0.86259, -0.61233, -0.77111)
C (-0.56099, 0.45317, -1.69815)
O (0.52533, 1.03619, -1.70556)
C (-1.62461, 0.84166, -2.70048)
C (-3.04444, 0.48784, -2.27059)
C (-3.57919, 1.31347, -1.12249)
C (-2.76961, 2.03425, -0.25635)
C (-3.31983, 2.74236, 0.79922)
C (-4.68699, 2.74239, 1.00587)
C (-5.50569, 2.03274, 0.14384)
C (-4.95440, 1.32832, -0.90922)
C (-3.08498, -0.99929, -1.90238)
C (-2.12846, -1.33461, -0.77819)
O (-2.39945, -2.18885, 0.04705)
H (6.65113, -0.69239, 0.78617)
H (6.60861, 0.47945, 2.10277)
H (5.34036, 0.48525, 0.88462)
H (5.88658, -1.67341, 2.97632)
H (4.50638, -0.58635, 2.96156)
H (3.94141, -2.87036, 2.17813)
H (5.15251, -2.74545, 0.90438)
H (2.95184, -2.41563, -0.03450)
H (3.86004, -0.91251, -0.16414)
H (1.79660, -1.53349, 2.00689)
H (2.64889, 0.01180, 1.79023)
H (1.46098, 0.30036, -0.34104)
H (-0.21644, -1.78743, 0.86683)
H (-1.39060, 0.30573, -3.62683)
H (-1.52531, 1.90823, -2.91464)
H (-3.71175, 0.64520, -3.12756)
H (-1.70006, 2.05663, -0.39536)
H (-2.67248, 3.29696, 1.46304)
H (-5.11320, 3.29386, 1.83085)
H (-6.57579, 2.02940, 0.29175)
H (-5.60103, 0.78076, -1.58096)
H (-2.79202, -1.59930, -2.76997)
H (-4.08778, -1.30921, -1.60425)